ORCA calculation (ωB97M-V with the def2-TZVPD basis set) on a 2-piece molecular cluster, C4H11NO2 overall at a distorted geometry.

Last column: natural (NBO) charge in e.
CARTESIAN COORDINATES (ANGSTROEM)
O (-0.96545, -1.08414, 2.85145)  -0.934
O (-1.93282, 0.91324, -0.83435)  -0.588
N (-0.40785, 1.55998, 0.74068)  -0.851
C (2.40942, -1.21116, -1.18258)  -0.615
C (1.29350, -0.16001, -1.42963)  -0.386
C (0.00088, -0.43461, -0.61152)  -0.497
C (-0.84472, 0.73609, -0.30013)  0.670
H (-0.48432, -0.86272, 3.70848)  0.471
H (-1.07754, 2.29491, 0.77379)  0.397
H (1.65930, 0.84272, -1.04418)  0.184
H (0.87513, 0.07152, -2.49107)  0.225
H (-0.62241, -1.26798, -1.09821)  0.240
H (0.55792, 1.84194, 0.87831)  0.391
H (2.70788, -1.32227, -0.14206)  0.210
H (-0.39239, -0.85690, 2.14781)  0.463
H (3.28672, -0.81602, -1.71424)  0.219
H (2.02321, -2.25349, -1.56323)  0.213
H (0.35312, -0.80624, 0.36615)  0.188

- Structure (SMILES): CCCC(N)=O.O
- Net charge: 0
- ΔE to the lowest compared entry with this formula, charge and spin: 95.64 kJ/mol

***

ORCA calculation (ωB97M-V with the def2-TZVPD basis set) on a 2-piece molecular cluster, C3H9N2 overall at a distorted geometry.

Last column: natural (NBO) charge in e.
CARTESIAN COORDINATES (ANGSTROEM)
N (1.88006, 0.41047, -0.11596)  -0.595
N (-1.10390, -1.06523, -0.24819)  -0.831
C (1.66905, -0.79891, 0.13583)  0.157
C (-1.27240, 1.24319, -0.17408)  -0.498
C (-1.43631, 0.10016, 0.47969)  -0.021
H (-1.68423, -0.03000, 1.57796)  0.221
H (-1.06021, 1.23417, -1.18803)  0.186
H (2.16217, 0.76817, -0.99299)  0.434
H (-1.48680, 2.25929, 0.26174)  0.234
H (1.50170, -1.10859, 1.17007)  0.236
H (2.03376, 1.14015, 0.66130)  0.452
H (1.82094, -1.52811, -0.61761)  0.233
H (-1.58730, -1.81470, 0.23075)  0.396
H (-1.43653, -0.81004, -1.18050)  0.397

- Net charge: +1
- ΔE to the lowest compared entry with this formula, charge and spin: 230.52 kJ/mol

***

ORCA calculation (ωB97M-V with the def2-TZVPD basis set) on a 2-piece molecular cluster, C3H8S overall at a distorted geometry.

Last column: natural (NBO) charge in e.
CARTESIAN COORDINATES (ANGSTROEM)
S (0.93093, -0.48797, 1.56643)  0.051
C (-0.89460, -1.40498, -0.75836)  -0.583
C (0.87452, 1.36317, -0.53063)  -0.683
C (0.02777, 0.52954, 0.50132)  -0.329
H (-1.48951, -1.31312, -1.66216)  0.171
H (-1.44955, -1.39904, 0.05888)  0.152
H (-0.92832, 0.96831, 0.99191)  0.221
H (0.30865, 2.32787, -0.55879)  0.229
H (1.86223, 1.52401, 0.08249)  0.217
H (-0.21559, -2.25399, -0.78730)  0.178
H (0.03547, -0.56239, 2.54473)  0.121
H (0.93800, 0.70858, -1.44854)  0.253

- Net charge: 0
- ΔE to the lowest compared entry with this formula, charge and spin: 414.56 kJ/mol

***

ORCA calculation (ωB97M-V with the def2-TZVPD basis set) on C10H24AsCuN2O3Si2 as an isolated structure.

Last column: natural (NBO) charge in e.
CARTESIAN COORDINATES (ANGSTROEM)
As (-0.07800, 0.81561, -1.64082)  -0.859
Cu (-0.11174, -1.37931, -0.70640)  0.746
Si (2.09687, 0.95772, -0.86749)  1.385
Si (-1.11675, 2.11513, -0.05616)  1.355
O (2.45295, -4.42278, 0.24814)  -0.768
O (-2.15253, -3.97540, 1.93701)  -0.781
O (1.56885, -2.66332, -0.83927)  -0.861
N (-0.68427, -2.71968, 0.65796)  -0.767
N (-2.94951, -2.52876, -1.10552)  -0.837
C (0.47073, -3.45141, 1.14448)  -0.351
C (1.59728, -3.53304, 0.09409)  0.770
C (3.16384, 0.14609, -2.18361)  -1.138
C (-3.05527, -2.43146, 0.36178)  -0.290
C (-0.62741, 1.91032, 1.75721)  -1.134
C (-1.87647, -3.11225, 1.06473)  0.603
C (2.73436, 2.74955, -0.71102)  -1.126
C (-2.98918, 1.85544, -0.08308)  -1.115
C (-0.92274, 3.97526, -0.39415)  -1.125
C (2.52385, 0.12869, 0.76841)  -1.153
H (0.41577, 2.20123, 1.91501)  0.223
H (-2.45312, -3.37229, -1.36032)  0.362
H (-3.07102, -1.37367, 0.64289)  0.179
H (-1.25872, 2.52203, 2.41256)  0.206
H (2.87210, -0.90741, -2.27018)  0.274
H (-3.86047, -2.54384, -1.54360)  0.333
H (3.44993, 0.52970, 1.19576)  0.203
H (-1.43192, 4.57682, 0.36942)  0.202
H (0.13442, 4.26163, -0.41493)  0.225
H (0.21473, -4.45775, 1.47298)  0.205
H (3.00634, 0.63993, -3.14894)  0.214
H (1.71903, 0.25669, 1.49387)  0.233
H (2.25529, 3.27104, 0.12708)  0.215
H (-0.72566, 0.85869, 2.05041)  0.248
H (-3.24576, 0.85356, 0.27597)  0.236
H (-3.48823, 2.59403, 0.55470)  0.202
H (2.63923, -0.94751, 0.59808)  0.271
H (-3.38325, 1.95125, -1.10118)  0.223
H (-3.95638, -2.90727, 0.75100)  0.165
H (3.81969, 2.77025, -0.54749)  0.206
H (0.91582, -2.94055, 2.00924)  0.177
H (-1.34745, 4.22472, -1.37335)  0.219
H (2.50515, 3.30927, -1.62504)  0.220
H (4.22965, 0.19311, -1.93022)  0.206

- Energy: -5186.0692 Ha
- Net charge: -2

***

ORCA calculation (ωB97M-V with the def2-TZVPD basis set) on C2H6FP as an isolated structure at a distorted geometry.

Last column: Mulliken spin population.
CARTESIAN COORDINATES (ANGSTROEM)
P (1.84848, 0.13411, 0.18513)  0.999
F (-2.20322, 0.02904, -0.55600)  0.036
C (-1.12120, -0.17131, 0.31437)  0.431
C (0.35272, 0.49313, -0.76397)  0.436
H (0.21485, 1.58010, -0.88237)  -0.088
H (1.21573, 0.43732, 1.54144)  0.237
H (1.47593, -1.34777, 0.25056)  0.087
H (-1.17377, 0.18196, 1.28680)  -0.071
H (-0.79233, -1.33799, 0.35296)  -0.017
H (0.18281, 0.00141, -1.72893)  -0.050

- Net charge: 0
- Multiplicity: 3
- ΔE to the lowest compared entry with this formula, charge and spin: 325.79 kJ/mol

***

ORCA calculation (ωB97M-V with the def2-TZVPD basis set) on C18H43AlO8P as an isolated structure at a distorted geometry.

Last column: Löwdin charge in e.
CARTESIAN COORDINATES (ANGSTROEM)
P (-0.75703, -2.48627, 1.51134)  0.582
Al (-0.89020, -0.12651, 1.38121)  0.259
O (1.22730, 1.00774, -0.40566)  -0.293
O (-3.18285, 1.48398, 2.40835)  -0.203
O (-0.06030, -0.90463, -5.34709)  -0.087
O (4.31149, -1.55328, 1.00938)  -0.115
O (-0.05868, 5.33869, 5.73406)  -0.096
O (-2.18536, 3.42232, 1.38885)  -0.035
O (-2.95911, -3.05923, -1.96295)  -0.108
O (-1.27120, -2.96045, 2.92904)  -0.651
C (-0.10424, 0.38732, -0.43413)  -0.271
C (3.07260, 0.04875, -2.01075)  -0.227
C (-0.00120, 0.71906, 3.01605)  -0.249
C (-2.55343, -4.32869, -2.45309)  -0.335
C (2.31227, 0.02640, -0.55812)  -0.235
C (-0.79106, -2.82082, -6.60177)  -0.100
C (-2.93440, 0.28554, 1.55566)  -0.234
C (2.12094, 2.84986, 2.44935)  -0.012
C (0.34538, -2.17409, -5.83723)  -0.333
C (3.28375, 1.54013, -2.66070)  -0.157
C (5.52056, -0.99242, 1.49920)  -0.327
C (-3.68987, -4.97542, -3.21763)  -0.101
C (-4.64506, 3.13589, 0.71746)  -0.038
C (1.17200, 1.81716, 2.70331)  -0.160
C (6.19263, -1.96147, 2.44975)  -0.101
C (-2.20600, 4.83467, 4.77752)  -0.093
C (-1.23015, 5.92047, 5.18130)  -0.334
C (-3.29022, 2.67807, 1.54317)  -0.310
H (4.01025, 2.23791, -2.02211)  0.082
H (3.13828, 0.31913, 0.25188)  0.119
H (-1.10118, -2.18704, -7.43912)  0.076
H (-1.64273, -2.97224, 0.44533)  -0.057
H (-4.56624, -5.10376, -2.57396)  0.072
H (6.40674, -2.90935, 1.94510)  0.074
H (-0.49296, -3.79864, -6.99026)  0.070
H (-0.89153, 1.08945, -0.97216)  0.076
H (-3.72318, -3.20121, -1.37810)  0.088
H (5.53678, -2.19223, 3.29557)  0.074
H (-4.64828, 4.31561, 0.70980)  0.089
H (7.12879, -1.54586, 2.83291)  0.070
H (-5.63523, 2.79052, 1.26681)  0.090
H (-4.62515, 2.76503, -0.40482)  0.094
H (5.29141, -0.04682, 1.99999)  0.111
H (-1.75585, 4.16479, 4.03764)  0.062
H (0.63222, -2.86817, 1.24273)  -0.058
H (0.65245, -2.79562, -4.99055)  0.105
H (-3.40332, -0.62875, 2.16068)  0.084
H (-0.94544, 6.53230, 4.31987)  0.106
H (-3.39177, -5.95324, -3.60612)  0.071
H (2.54598, -0.62084, -2.84322)  0.104
H (3.78719, 1.43202, -3.73251)  0.067
H (-3.11671, 5.26688, 4.35356)  0.071
H (-2.24636, -4.95022, -1.60641)  0.107
H (-3.99999, -4.34164, -4.05497)  0.072
H (-2.47577, 4.21900, 5.64190)  0.078
H (6.17012, -0.78175, 0.64452)  0.112
H (0.42223, -0.17503, 3.68231)  0.066
H (4.14425, -0.44337, -1.85484)  0.104
H (2.69774, 3.88902, 2.43795)  0.023
H (-0.03342, -0.61121, -1.08362)  0.071
H (-3.47907, 0.32714, 0.52028)  0.073
H (0.33417, 4.76656, 5.05262)  0.083
H (1.21122, -2.02746, -6.48963)  0.111
H (-1.67582, 6.57427, 5.93676)  0.105
H (-1.68759, -4.18206, -3.10549)  0.106
H (-0.79764, 1.27200, 3.71254)  0.074
H (2.22487, 2.03157, -2.82149)  0.079
H (3.73829, -1.72893, 1.77528)  0.095
H (2.00552, -1.08473, -0.34218)  0.110
H (-0.82437, -1.04661, -4.76225)  0.089
H (-1.66743, -2.94916, -5.95810)  0.064

- Energy: -1897.0278 Ha
- Net charge: -1